Molecular formula: C33H60As2BClMgN6O2S2Si2Te
Method: DFT, ωB97M-V with the def2-TZVPD basis set

Output
- total charge = -2
- gap between HOMO and LUMO (eV) = 5.1914
- M (u) = 1041.20
- LUMO (eV) = 3.9

XYZ file:
```
111
Properties=species:S:1:pos:R:3:mulliken_charge:R:1
Mg -0.779 -0.239 -0.787 1.8978
C 0.460 3.281 4.141 -1.8108
C -0.404 2.162 3.570 2.8865
C -1.269 1.522 4.658 -1.3091
C -1.274 2.654 2.449 -0.4728
C -1.659 3.975 2.146 -1.2513
C -2.541 3.838 1.096 -0.5107
N -2.654 2.529 0.818 0.8681
N -1.880 1.794 1.637 -0.1647
B -3.554 1.909 -0.262 -0.8415
N -2.913 2.112 -1.646 0.7590
C -3.486 2.769 -2.664 -0.8752
C -2.546 2.937 -3.653 -0.8720
C -1.381 2.339 -3.140 -0.5758
N -1.619 1.827 -1.928 -0.1772
C -0.051 2.294 -3.830 3.6078
C -0.035 1.244 -4.940 -1.3545
C 0.319 3.676 -4.371 -1.9516
N -3.888 0.436 0.018 0.0154
C -5.103 0.041 0.423 -0.6805
C -5.133 -1.328 0.435 -1.6222
C -3.850 -1.724 0.006 -0.4133
N -3.098 -0.643 -0.233 0.6828
C -3.473 -3.185 -0.105 2.2753
C -2.136 -3.543 -0.737 -1.2759
C -4.579 -3.950 -0.846 -1.8146
H 1.099 2.900 4.943 0.2516
H 1.105 3.711 3.374 0.3499
H -0.160 4.076 4.568 0.4886
H 0.249 1.388 3.155 -0.7415
H -1.902 2.275 5.138 0.3918
H -1.911 0.756 4.226 0.1551
H -0.652 1.052 5.429 0.2842
H -1.337 4.890 2.616 0.3817
H -3.088 4.571 0.524 0.5075
H -4.604 2.513 -0.284 -0.2119
H -4.514 3.082 -2.594 0.4934
H -2.669 3.428 -4.603 0.4447
H 0.691 2.001 -3.089 -2.3284
H -0.835 1.432 -5.664 0.3013
H 0.922 1.265 -5.466 0.4366
H -0.155 0.243 -4.527 0.1618
H -0.368 3.988 -5.163 0.4208
H 0.290 4.431 -3.582 0.4279
H 1.326 3.657 -4.791 0.4258
H -5.859 0.773 0.651 0.5017
H -5.956 -1.962 0.715 0.4142
H -3.457 -3.554 0.925 -0.6384
H -2.137 -3.394 -1.814 0.4877
H -1.304 -2.984 -0.315 -0.4518
H -1.941 -4.603 -0.549 0.4983
H -4.666 -3.591 -1.875 0.3870
H -4.328 -5.013 -0.880 0.4606
H -5.554 -3.850 -0.366 0.3993
C 4.699 1.010 5.115 -1.1951
As 3.535 0.091 3.862 0.5492
C 4.508 -1.526 3.444 -1.0253
C 2.081 -0.519 4.973 -0.7319
S 3.024 1.207 2.205 -0.3655
H 4.936 0.368 5.965 0.3906
H 4.186 1.909 5.453 0.3294
H 5.609 1.296 4.590 0.3399
H 4.876 -1.995 4.357 0.4589
H 5.335 -1.268 2.784 0.3168
H 3.834 -2.196 2.912 0.2177
H 2.441 -1.274 5.673 0.5128
H 1.310 -0.926 4.316 -0.0838
H 1.672 0.332 5.515 0.2054
Cl -4.185 -1.269 -4.972 -0.3145
C -3.105 -0.741 -3.637 1.6903
C -1.831 -1.582 -3.470 -0.0619
O -1.543 -2.467 -4.263 -0.8282
O -1.180 -1.235 -2.433 0.7282
H -3.685 -0.774 -2.718 -0.5558
H -2.833 0.290 -3.843 -0.8757
C 2.891 3.127 -1.071 -0.7239
Si 3.478 1.473 -1.770 0.5271
C 5.100 1.035 -0.894 -0.8610
C 4.035 1.856 -3.547 -1.1114
As 1.748 -0.052 -1.901 0.2161
Si 2.850 -2.050 -1.576 0.2682
C 4.175 -2.303 -2.914 -1.1893
C 1.597 -3.443 -1.753 -0.7286
C 3.755 -2.317 0.065 -0.0927
H 3.651 3.902 -1.217 0.3194
H 2.676 3.051 -0.004 0.0316
H 1.973 3.451 -1.569 0.1042
H 5.866 1.758 -1.197 0.3628
H 5.452 0.038 -1.166 0.2093
H 4.984 1.075 0.190 0.0599
H 4.762 2.677 -3.577 0.3245
H 3.179 2.124 -4.169 0.1319
H 4.494 0.969 -3.993 0.2402
H 3.739 -2.153 -3.904 0.2484
H 4.590 -3.316 -2.864 0.3741
H 4.998 -1.593 -2.800 0.2779
H 0.853 -3.210 -2.519 0.0803
H 1.065 -3.582 -0.807 0.0205
H 2.092 -4.385 -2.013 0.4778
H 4.446 -1.499 0.280 0.0318
H 4.318 -3.257 0.033 0.4036
H 3.026 -2.370 0.878 -0.4489
Te 0.147 -1.459 1.696 -0.5450
C -1.380 -2.659 2.525 -0.0104
C -1.436 -4.025 2.612 -0.2093
C -2.588 -4.511 3.289 -0.6143
C -3.404 -3.505 3.719 -0.6535
S -2.755 -1.976 3.295 -0.0952
H -0.673 -4.658 2.179 0.4089
H -2.806 -5.561 3.438 0.3468
H -4.344 -3.592 4.242 0.3980
```

***

Molecular formula: C33H60Cl40GaN2O2S
Method: DFT, ωB97M-V with the def2-TZVPD basis set

Output
- total charge = -1
- gap between HOMO and LUMO (eV) = 6.3829
- ΔE to the lowest compared entry with this formula, charge and spin (kcal/mol) = 0.0
- M (u) = 2036.77
- LUMO (eV) = 1.2

XYZ file:
```
139
Properties=species:S:1:pos:R:3:mulliken_charge:R:1
C -5.392 -4.948 -1.680 -0.3767
C -4.775 -3.832 -0.820 -0.0568
Ga -2.945 -3.307 -1.477 -0.3812
S -1.852 -2.413 0.365 -0.3116
C -3.179 -2.126 -3.097 -0.4315
C -1.988 -1.579 -3.912 -0.8537
C -0.922 -0.796 -3.141 -0.3593
N 0.370 -1.499 -3.074 -0.3741
C 1.156 -1.123 -1.896 -0.3641
C 2.162 -2.178 -1.528 -0.0798
C 1.704 -3.427 -1.052 0.0327
C 2.584 -4.462 -0.694 -0.5938
C 3.960 -4.268 -0.818 -0.1658
C 4.444 -3.034 -1.287 -0.8084
C 3.562 -1.996 -1.635 0.2605
O 4.105 -0.787 -2.094 -0.4642
O -2.039 -4.995 -1.900 -0.3531
C -1.516 -5.086 -3.035 0.7676
N -1.033 -5.166 -4.053 -0.7672
H -5.535 -4.586 -2.699 0.2443
H -6.343 -5.302 -1.272 0.4144
H -4.701 -5.790 -1.703 -0.4737
H -5.403 -2.940 -0.766 0.4296
H -4.656 -4.205 0.202 -0.2625
H -2.375 -1.188 0.339 0.0048
H -3.755 -2.751 -3.790 0.2173
H -3.840 -1.294 -2.844 0.5364
H -1.516 -2.367 -4.501 0.3449
H -2.397 -0.881 -4.652 0.3627
H -0.738 0.132 -3.695 0.2878
H -1.279 -0.500 -2.147 0.1924
H 0.190 -2.501 -3.058 0.2032
H 1.715 -0.214 -2.131 0.4575
H 0.516 -0.914 -1.031 0.2228
H 0.633 -3.580 -0.954 0.2045
H 2.181 -5.406 -0.348 0.4873
H 4.632 -5.066 -0.570 0.1159
H 5.512 -2.863 -1.397 0.4324
H 4.226 -0.201 -1.340 0.2625
C 0.585 5.139 -9.259 -0.0939
Cl 1.291 3.598 -9.761 -0.1526
Cl -1.135 5.002 -8.882 -0.1558
H 1.105 5.478 -8.370 0.1241
H 0.703 5.850 -10.068 0.2722
C -3.735 -7.976 -1.352 0.2065
Cl -2.821 -9.466 -1.671 -0.2084
Cl -4.888 -8.191 -0.030 -0.1048
H -3.041 -7.188 -1.091 -0.0582
H -4.281 -7.715 -2.251 0.1594
C 4.238 4.329 -5.089 0.2074
Cl 3.239 4.113 -6.529 -0.1359
Cl 4.918 2.816 -4.488 -0.0273
H 5.044 5.010 -5.337 0.3183
H 3.636 4.727 -4.283 -0.3004
C 3.164 -8.687 -0.174 -0.1491
Cl 4.289 -7.438 0.361 -0.1289
Cl 3.686 -10.314 0.295 -0.1865
H 2.200 -8.492 0.278 0.1779
H 3.093 -8.646 -1.255 0.2961
C 0.920 4.284 -1.328 0.2286
Cl 1.717 4.956 -2.763 -0.1450
Cl -0.766 3.871 -1.640 -0.1807
H 1.451 3.384 -1.040 0.1939
H 0.955 5.025 -0.537 -0.1289
C -3.373 -5.221 -6.201 -0.1541
Cl -4.307 -5.932 -4.885 -0.1240
Cl -3.819 -5.894 -7.785 -0.2128
H -3.565 -4.155 -6.216 0.1964
H -2.324 -5.419 -6.011 0.2783
C 1.454 8.537 -0.717 -0.4555
Cl 2.641 7.264 -0.366 -0.0481
Cl 0.701 8.341 -2.300 -0.0744
H 0.680 8.500 0.041 0.2113
H 1.968 9.490 -0.694 0.3675
C -6.576 -6.836 3.441 -0.4111
Cl -7.442 -7.787 2.220 -0.1617
Cl -5.534 -5.604 2.731 -0.0080
H -7.315 -6.348 4.066 0.2988
H -5.963 -7.509 4.030 0.2894
C -2.870 -1.320 4.545 -0.4544
Cl -1.621 -0.789 3.413 0.0553
Cl -3.368 -2.990 4.268 -0.1173
H -2.460 -1.247 5.544 0.1464
H -3.736 -0.676 4.441 0.3744
C 6.524 4.670 -1.086 -0.1225
Cl 6.185 5.355 -2.672 -0.1110
Cl 5.403 5.309 0.132 -0.1129
H 6.399 3.592 -1.142 0.0092
H 7.534 4.927 -0.794 0.3250
C 8.591 0.760 -3.973 -0.3359
Cl 7.966 1.606 -5.388 -0.1312
Cl 7.709 1.148 -2.486 -0.1135
H 8.497 -0.306 -4.146 0.2849
H 9.630 1.036 -3.836 0.2973
C -0.164 2.373 5.405 -0.1098
Cl -0.018 2.408 3.648 -0.0754
Cl -1.705 1.679 5.937 -0.1530
H 0.643 1.764 5.804 0.1006
H -0.101 3.389 5.778 0.2339
C 3.530 -0.158 4.004 -0.4023
Cl 2.100 -0.008 2.991 -0.0380
Cl 3.417 0.789 5.503 -0.2015
H 3.654 -1.201 4.273 0.2599
H 4.388 0.200 3.447 0.3972
C 3.713 4.553 3.633 -0.2042
Cl 4.921 3.486 4.361 -0.1799
Cl 2.389 3.647 2.893 0.0517
H 3.304 5.189 4.409 0.2456
H 4.198 5.148 2.867 0.1541
C 1.540 -4.775 3.245 -0.5080
Cl 1.224 -6.215 2.260 -0.1588
Cl 2.460 -3.544 2.381 -0.0262
H 0.583 -4.353 3.531 0.2915
H 2.107 -5.075 4.117 0.3535
C 0.348 6.540 4.015 -0.0177
Cl 0.950 7.007 2.420 -0.0702
Cl -1.354 6.092 4.039 -0.1444
H 0.927 5.686 4.352 -0.1720
H 0.487 7.385 4.680 0.3664
C 0.843 -1.924 5.817 0.6425
Cl 1.885 -3.348 5.704 -0.1719
Cl -0.395 -2.097 7.074 -0.1912
H 1.462 -1.071 6.073 -0.0300
H 0.350 -1.773 4.864 -0.2540
C -3.752 4.398 7.594 -0.0334
Cl -4.571 3.641 6.230 -0.1558
Cl -2.457 5.493 7.096 -0.1427
H -4.478 4.948 8.179 0.0724
H -3.301 3.611 8.187 0.2620
C -7.861 4.618 8.121 -0.2472
Cl -7.700 2.865 8.037 -0.1254
Cl -6.973 5.316 9.488 -0.1716
H -7.471 5.042 7.204 0.2317
H -8.909 4.862 8.245 0.3073
C -1.827 9.402 -4.793 -0.1934
Cl -0.972 7.920 -5.224 -0.1265
Cl -1.944 10.534 -6.150 -0.1762
H -2.831 9.139 -4.480 0.3020
H -1.288 9.887 -3.989 0.1907
```